[1]
# C15H21Br9O6

A structure of composition C15H21Br9O6 (ωB97M-V/def2-TZVPD, OMol25).

- <S²> = 0.7563
- net charge = +1
- spin multiplicity = 2
- HOMO-LUMO gap (alpha / beta) (eV) = 7.192 / 2.368

Structure (XYZ):
```
51
Properties=species:S:1:pos:R:3:forces:R:3:mulliken_charge:R:1
H -0.978491 7.036699 1.062583 -0.3107 -0.1065 0.1564 0.3232
H 2.802159 -5.126631 -3.297377 -0.0497 0.5678 -0.2628 0.3402
H -5.290281 1.891669 -0.856507 0.0319 0.1220 -0.2607 0.2834
C 0.634319 -0.289821 -0.421937 1.0500 -0.9446 0.1164 0.0623
C -0.128651 -5.384201 -1.794307 -2.4678 1.0556 -0.4719 0.4827
Br -0.257041 -3.044111 4.711373 0.8846 -0.6119 -1.5437 0.1275
H -1.209271 6.287309 -0.463907 0.4723 -0.7606 -0.1975 0.2753
C -2.114611 1.694679 -1.577357 0.4889 0.3794 0.5913 0.7488
C -2.652811 3.016679 -1.964147 -0.3029 2.5429 -0.6163 0.1977
Br -0.868641 -1.415191 -0.036347 0.0783 0.2585 -0.0578 0.0830
C 0.933949 -3.639251 3.233693 -0.2056 -1.2281 0.6131 0.0102
H 0.579249 -6.377841 -3.360977 0.5682 -0.0647 -0.7903 0.2894
C 0.625579 -5.311571 -3.139567 -0.1436 0.3275 0.7068 -0.3973
Br 2.178069 -5.107681 3.754343 -0.9195 1.4291 -0.3823 0.0721
C -4.306361 2.251659 -0.555837 0.5926 -1.4797 1.5770 -0.4206
C 5.269299 -0.044691 2.781413 0.1198 0.4625 -0.1027 -0.0056
H -1.944161 1.030049 -2.424287 0.2882 0.3873 -0.0189 0.4875
O -3.851641 3.307719 -1.267597 2.3545 2.0332 -3.5815 -0.3598
O -2.061931 3.808329 -2.662187 -1.3113 -0.6108 0.8757 -0.5710
H 1.428899 -2.791221 2.760443 0.0072 -0.1635 0.2384 0.0695
Br 5.656019 1.561599 1.657143 -0.4058 -1.2146 0.6225 -0.0001
Br 1.360449 -0.764851 -2.205787 -0.2976 0.5348 1.1816 0.0070
H 4.200749 -0.248731 2.849733 0.2929 0.1437 -0.7854 -0.0756
C 1.972209 -4.760881 -2.692797 0.4395 -0.7084 -0.1630 -0.0011
C -1.062111 6.057379 0.591353 -1.5971 -0.6557 1.9370 -0.5465
H 0.898259 5.059149 0.576283 -0.1179 -0.2394 -0.4122 0.3397
O -1.333821 -5.431681 -1.602797 2.2166 0.0155 0.0014 -0.5149
H -3.020321 0.791259 0.299543 0.8628 0.1626 -0.1041 0.2627
Br 6.166839 -1.649901 2.084693 -0.4193 0.8194 0.4332 -0.0040
H 2.656849 -4.854701 -0.585827 0.3736 0.3293 -0.3914 0.3414
Br -0.239311 -4.416041 1.778543 0.1878 0.3538 0.7743 0.3640
H 0.246359 -4.676231 -3.939967 -0.8118 -0.4592 0.3169 0.3394
H 0.393809 5.431919 2.111243 -0.7316 0.0456 0.3818 0.3272
C 2.089209 -5.379211 -1.354447 1.3877 -0.1031 1.8871 -0.5581
H -0.580961 3.405049 0.151423 -0.0193 -0.4072 -0.2701 -0.2108
H -1.190201 1.966289 -1.067667 0.1801 -0.2774 -0.1740 -0.7128
Br 5.614419 0.367429 4.635463 0.4026 -0.2014 -0.1351 -0.0049
H 0.307769 0.750099 -0.416867 0.4092 -0.2461 0.0948 -0.0176
C -2.381611 5.307709 1.102923 -1.5535 1.5384 -0.9564 0.5783
H 2.506579 -6.386131 -1.350457 -0.3891 -0.2693 -0.2096 0.2643
O -3.508661 5.782619 1.145033 2.8470 -1.8421 0.2654 -0.5614
H -3.529721 0.323899 -1.266087 -0.7172 -0.1636 0.3277 0.4219
O -2.057351 3.960689 1.385893 -2.7317 2.4360 0.1235 -0.3602
C -0.021221 5.097679 1.160383 1.7483 0.6022 -0.4179 -0.6359
O 0.777539 -5.367701 -0.799247 -1.1120 -0.5511 0.2752 -0.2032
H -4.352561 2.633549 0.464033 -0.2726 -0.4586 0.2686 0.2571
H 1.933439 -3.680121 -2.556637 0.0923 -0.0155 -0.5287 -0.0908
H -0.455201 2.946279 1.839893 0.7337 0.4042 0.2631 0.4161
C -0.718921 3.765379 1.170853 1.2938 -1.0332 -0.8858 -0.0489
C -3.181481 1.189329 -0.702287 -2.3226 -2.5272 1.0999 -0.5291
Br 2.065319 -0.573691 1.054943 -1.1941 0.3922 -1.4091 0.0583
```
Positions in Å, forces in eV/Å.

[2]
# C15H21Cl2KN4O3S2

A structure of composition C15H21Cl2KN4O3S2 (ωB97M-V/def2-TZVPD, OMol25).

- energy above the lowest of the compared OMol25 structures with the same formula, charge and spin (kJ/mol) = 0.00
- HOMO-LUMO gap (eV) = 7.953

Structure (XYZ):
```
48
Properties=species:S:1:pos:R:3:forces:R:3:mulliken_charge:R:1
H 1.915674 1.542272 5.188661 -0.0025 0.0073 0.0109 0.3635
C 0.831467 1.667633 5.149257 0.0261 -0.0229 0.0016 -0.5464
H 0.653331 -2.095860 -0.270863 -0.0004 -0.0002 -0.0025 0.4243
C 0.836951 -0.518328 3.465030 -0.0121 0.0187 -0.0109 -0.0254
O 0.241946 0.156069 0.627492 0.0819 -0.0323 -0.0327 -0.3394
H 2.597183 -1.706104 3.132416 0.0013 0.0007 -0.0010 0.3629
H -1.835863 -1.315865 -1.008301 -0.0069 0.0089 0.0109 -0.4886
H 2.679713 -4.452810 -3.763315 0.0009 0.0008 0.0032 0.2317
C 1.868507 -1.282380 -3.835758 -0.0066 0.0069 0.0029 -0.7477
N 2.344383 -3.624138 -4.226438 -0.0032 -0.0015 -0.0094 -0.5742
H -4.365933 3.535232 -2.523096 0.0014 0.0027 0.0022 0.3860
H 2.614667 -0.148003 2.304781 -0.0038 -0.0027 -0.0013 0.2683
O -1.179915 1.202010 3.504142 -0.0292 -0.0101 -0.0463 -0.7549
H 0.627088 2.738222 5.195603 -0.0044 0.0029 -0.0063 0.4013
C -3.384776 3.117408 -2.727937 -0.0176 -0.0305 0.0077 -0.0836
N -1.231154 0.933107 -1.083566 -0.0329 0.0060 0.0633 -0.2648
H -0.873948 3.020232 -4.940305 -0.0015 0.0024 -0.0005 0.4121
C -2.539196 -2.036565 -0.602892 0.0059 0.0145 0.0110 0.4436
H 0.493002 -0.989737 4.385156 0.0030 0.0034 0.0025 0.5032
H 2.948805 -3.332934 -4.977215 0.0021 -0.0020 0.0012 0.2282
C 1.390067 -0.273745 -3.021703 0.0104 -0.0036 -0.0125 -0.4232
H 0.456854 -0.100730 6.361546 0.0002 0.0016 -0.0007 0.2702
O 1.115932 1.884610 -0.914237 0.0052 -0.0002 -0.0138 -0.7677
H 1.351344 0.749033 -3.369688 -0.0032 0.0007 0.0085 0.4716
H -0.967441 0.901100 6.044839 -0.0022 0.0011 0.0074 0.2771
C 1.459874 -2.890600 -2.095193 -0.0011 -0.0042 -0.0047 -0.8908
C 0.982447 -1.878980 -1.279318 -0.0042 0.0093 0.0161 -0.1026
C -2.707747 3.439761 -3.892483 0.0191 -0.0067 -0.0149 -0.6950
H -3.119617 4.112168 -4.629771 -0.0025 -0.0011 0.0015 0.3659
C -1.671611 1.775216 -2.052403 0.0329 -0.0843 -0.0801 -0.0256
Cl -4.155811 -1.313512 -0.703254 0.0293 0.0037 0.0025 -0.1568
S 0.328651 1.211326 3.470497 -0.0091 0.0155 0.0180 0.5044
H 0.278632 -0.926166 2.624441 0.0050 -0.0047 -0.0032 -0.1248
K -2.496869 1.057164 1.216927 -0.0075 -0.0145 0.0587 0.9315
H 0.256815 1.427438 7.207426 -0.0034 0.0032 -0.0003 0.3734
C 2.332686 -0.653054 3.228679 0.0043 -0.0087 0.0085 -1.1569
H 2.921845 -0.240649 4.049387 -0.0037 0.0027 0.0009 0.3469
N -0.950077 2.004686 -3.163187 -0.0059 0.0591 0.0011 -0.2937
H 1.493643 -3.910479 -1.729247 0.0025 -0.0027 -0.0056 0.2911
C 0.101979 0.923394 6.253587 -0.0055 0.0001 -0.0042 -1.0969
N -2.893631 2.302403 -1.806844 -0.0116 0.0678 -0.0099 -0.3688
H -2.544829 -2.973905 -1.144583 -0.0151 -0.0082 0.0136 0.3980
C 1.908205 -2.604316 -3.385338 -0.0011 0.0037 0.0173 1.0791
C -1.471550 2.835904 -4.052373 -0.0207 0.0101 0.0021 -0.0654
S 0.291899 0.719944 -0.720336 0.0064 -0.0040 0.0398 1.0462
Cl -2.091214 -2.367847 1.085596 -0.0156 -0.0042 -0.0329 -0.1559
C 0.940836 -0.571050 -1.740550 -0.0057 0.0035 -0.0194 -0.5140
H 2.216754 -1.048578 -4.835268 0.0013 -0.0076 -0.0004 0.2826
```
Positions in Å, forces in eV/Å.

So what do the calculations give for max |F|? Going down the list: 4.74; 0.12 eV Å⁻¹.